No. 1
{
  "formula": "C45H105N3O9",
  "method": "the ωB97M-V functional and the def2-TZVPD basis",
  "relative_energy_ev": 6.1021,
  "smiles": "CC1(C)CCCC(C)(C)N1O.CC1(C)CCCC(C)(C)N1O.CC1(C)CCCC(C)(C)N1O.CC(C)O.CC(C)O.CC(C)O.CC(C)O.CC(C)O.CC(C)O",
  "e_homo_ev": -8.00,
  "gap_ev": 8.35,
  "e_tot_ha": -2618.6055,
  "symbols": ["C", "C", "C", "C", "C", "C", "C", "C", "C", "N", "O", "H", "H", "H", "H", "H", "H", "H", "H", "H", "H", "H", "H", "H", "H", "H", "H", "H", "H", "H", "C", "C", "C", "C", "C", "C", "C", "C", "C", "N", "O", "H", "H", "H", "H", "H", "H", "H", "H", "H", "H", "H", "H", "H", "H", "H", "H", "H", "H", "H", "C", "C", "C", "C", "C", "C", "C", "C", "C", "N", "O", "H", "H", "H", "H", "H", "H", "H", "H", "H", "H", "H", "H", "H", "H", "H", "H", "H", "H", "H", "C", "C", "C", "O", "H", "H", "H", "H", "H", "H", "H", "H", "C", "C", "C", "O", "H", "H", "H", "H", "H", "H", "H", "H", "C", "C", "C", "O", "H", "H", "H", "H", "H", "H", "H", "H", "C", "C", "C", "O", "H", "H", "H", "H", "H", "H", "H", "H", "C", "C", "C", "O", "H", "H", "H", "H", "H", "H", "H", "H", "C", "C", "C", "O", "H", "H", "H", "H", "H", "H", "H", "H"],
  "coordinates": [[-22.6744, 2.9047, 21.0283], [-23.2253, 3.3940, 19.6510], [-22.1548, 3.4556, 18.5197], [-24.3190, 2.3534, 19.0863], [-25.7070, 2.4389, 19.7058], [-26.2196, 3.9155, 19.5672], [-25.1886, 4.9808, 20.0888], [-25.4617, 6.3288, 19.3377], [-25.3019, 5.1466, 21.6031], [-23.8043, 4.7332, 19.6518], [-22.8345, 5.6021, 20.1573], [-23.3253, 2.8905, 21.9025], [-22.2258, 1.9213, 20.8880], [-21.8212, 3.5207, 21.3123], [-22.0466, 2.4713, 18.0641], [-22.7281, 4.0263, 17.7893], [-21.1867, 3.8359, 18.8459], [-24.3390, 2.2781, 17.9991], [-24.0269, 1.3464, 19.3843], [-26.4116, 1.7757, 19.2041], [-25.6257, 2.2920, 20.7828], [-27.0985, 3.8869, 20.2112], [-26.5441, 3.9116, 18.5266], [-24.7126, 7.1072, 19.4833], [-26.4865, 6.6141, 19.5756], [-25.3150, 6.0206, 18.3025], [-24.4254, 5.6059, 22.0602], [-25.4308, 4.1838, 22.0974], [-26.2045, 5.7168, 21.8232], [-22.8244, 6.3601, 19.5682], [-19.3616, -1.8849, 27.2324], [-19.7439, -2.1703, 28.7089], [-20.5167, -0.8684, 29.2374], [-20.8059, -3.4134, 28.7456], [-21.1867, -3.8690, 30.1600], [-19.8246, -4.2945, 30.7375], [-18.6142, -3.2746, 30.8269], [-19.0532, -2.3580, 31.9705], [-17.3731, -4.0199, 31.0418], [-18.5415, -2.4868, 29.5920], [-17.4938, -1.5624, 29.5590], [-19.0692, -2.8055, 26.7272], [-20.0883, -1.4026, 26.5786], [-18.4007, -1.3705, 27.2430], [-20.0740, 0.1173, 29.0942], [-21.5077, -0.8027, 28.7883], [-20.7890, -1.0543, 30.2763], [-21.6858, -3.1552, 28.1563], [-20.2940, -4.2386, 28.2506], [-21.7076, -2.9881, 30.5354], [-21.8133, -4.7599, 30.1197], [-19.4714, -5.2378, 30.3210], [-20.1609, -4.5256, 31.7482], [-18.3727, -1.5081, 31.9191], [-18.9591, -2.8904, 32.9170], [-20.0590, -1.9489, 31.8754], [-17.4633, -4.7675, 31.8299], [-16.5793, -3.3046, 31.2570], [-16.9977, -4.5128, 30.1450], [-16.7399, -2.0946, 29.2946], [-16.3325, 5.7281, 20.2566], [-17.3745, 4.5270, 20.4524], [-18.6227, 5.0208, 21.2838], [-17.7978, 3.9700, 19.0889], [-16.7478, 3.1927, 18.3290], [-16.4648, 1.9939, 19.2022], [-15.9270, 2.3547, 20.6992], [-16.1755, 1.0284, 21.3911], [-14.4507, 2.7144, 20.5094], [-16.9003, 3.3623, 21.2486], [-16.4855, 3.7781, 22.5488], [-16.6483, 6.5404, 20.9112], [-15.3147, 5.5109, 20.5807], [-16.3791, 6.0970, 19.2320], [-19.2443, 4.1493, 21.4890], [-18.3902, 5.5016, 22.2340], [-19.0688, 5.8256, 20.6996], [-18.7928, 3.5262, 19.0539], [-18.1450, 4.8152, 18.4946], [-17.1196, 2.8612, 17.3595], [-15.9143, 3.8688, 18.1389], [-15.7421, 1.3576, 18.6913], [-17.3408, 1.3609, 19.3436], [-15.5319, 0.2538, 20.9741], [-17.1815, 0.6145, 21.3224], [-16.1738, 1.1531, 22.4739], [-13.9789, 3.0170, 21.4442], [-14.2506, 3.5189, 19.8018], [-13.8605, 1.8955, 20.0981], [-17.1917, 3.6174, 23.1790], [-21.7962, 6.9011, 23.2579], [-21.2739, 8.2869, 22.9294], [-22.4089, 9.3950, 22.5094], [-20.4195, 8.6364, 24.0074], [-22.5993, 6.8910, 23.9948], [-21.0701, 6.1812, 23.6358], [-22.2131, 6.2893, 22.4579], [-20.7191, 8.0674, 22.0172], [-23.1219, 9.0187, 21.7758], [-21.9738, 10.3546, 22.2301], [-23.0442, 9.4888, 23.3901], [-20.7494, 8.3019, 24.8446], [-20.6620, 2.7210, 24.0394], [-19.7013, 2.8894, 25.1665], [-19.2900, 1.5702, 25.7047], [-18.4876, 3.3762, 24.5965], [-20.2045, 2.2026, 23.1968], [-20.9156, 3.7285, 23.7096], [-21.5926, 2.1834, 24.2210], [-20.1216, 3.6789, 25.7895], [-20.1844, 1.0863, 26.0968], [-18.4755, 1.6977, 26.4178], [-19.0949, 0.7454, 25.0193], [-18.2943, 4.1131, 25.1807], [-16.4701, 4.3744, 29.1659], [-15.8422, 3.0583, 28.7680], [-15.8032, 2.8797, 27.3451], [-14.4817, 3.0735, 29.1287], [-17.5273, 4.5205, 28.9446], [-15.9026, 5.1579, 28.6637], [-16.3470, 4.4229, 30.2478], [-16.2863, 2.1392, 29.1502], [-16.7792, 2.9955, 26.8738], [-15.4611, 1.8813, 27.0724], [-15.0890, 3.5814, 26.9143], [-13.9575, 3.3544, 28.3751], [-21.5618, 7.3610, 28.5900], [-20.3682, 7.7493, 27.8355], [-19.6554, 6.5222, 27.1958], [-20.8226, 8.5839, 26.9271], [-22.1213, 8.1649, 29.0683], [-21.2546, 6.7393, 29.4309], [-22.3570, 6.7667, 28.1398], [-19.6907, 8.2376, 28.5360], [-19.2735, 5.7988, 27.9162], [-18.7349, 6.9087, 26.7582], [-20.1587, 6.0571, 26.3482], [-20.3481, 9.3608, 27.2318], [-22.8438, -0.8113, 23.0254], [-22.1939, -1.9028, 22.1453], [-21.1592, -2.6862, 22.8616], [-23.2734, -2.6773, 21.6689], [-22.1567, -0.2994, 23.6992], [-23.6935, -0.9383, 23.6963], [-23.0850, -0.0342, 22.3002], [-21.6156, -1.4207, 21.3571], [-20.4662, -2.0627, 23.4265], [-20.5186, -3.3125, 22.2408], [-21.6221, -3.4367, 23.5024], [-22.7554, -3.3821, 21.2732], [-25.2026, 1.4477, 27.9539], [-24.3227, 2.5310, 27.3596], [-23.1690, 2.0005, 26.4562], [-25.0901, 3.4816, 26.5947], [-26.2183, 1.8271, 28.0654], [-24.7547, 1.0153, 28.8485], [-25.3098, 0.6213, 27.2512], [-23.8371, 3.1280, 28.1316], [-22.7009, 2.8539, 25.9658], [-23.6281, 1.4847, 25.6128], [-22.5831, 1.2150, 26.9335], [-24.6717, 4.3456, 26.5936]],
  "lowdin_charge": [-0.021, -0.450, -0.024, -0.130, -0.181, -0.113, -0.475, -0.025, -0.024, -0.157, -0.025, 0.075, 0.074, 0.053, 0.075, 0.088, 0.065, 0.111, 0.105, 0.112, 0.099, 0.111, 0.113, 0.067, 0.084, 0.082, 0.066, 0.072, 0.084, 0.099, -0.048, -0.383, -0.030, -0.136, -0.175, -0.136, -0.532, -0.031, -0.048, -0.124, -0.013, 0.073, 0.070, 0.070, 0.075, 0.063, 0.043, 0.109, 0.106, 0.102, 0.113, 0.116, 0.108, 0.084, 0.087, 0.066, 0.097, 0.087, 0.095, 0.096, -0.003, -0.441, -0.026, -0.178, -0.180, -0.141, -0.451, -0.059, -0.039, -0.087, -0.034, 0.066, 0.067, 0.072, 0.070, 0.072, 0.080, 0.103, 0.111, 0.114, 0.107, 0.110, 0.106, 0.087, 0.074, 0.077, 0.080, 0.069, 0.079, 0.044, -0.079, -0.428, -0.017, -0.056, 0.080, 0.061, 0.047, 0.118, 0.055, 0.065, 0.061, 0.038, -0.066, -0.480, -0.048, -0.065, 0.093, 0.070, 0.058, 0.132, 0.060, 0.073, 0.093, 0.089, -0.038, -0.539, -0.089, -0.043, 0.061, 0.088, 0.083, 0.147, 0.063, 0.101, 0.096, 0.078, -0.075, -0.577, -0.021, -0.003, 0.086, 0.082, 0.083, 0.148, 0.062, 0.080, 0.066, 0.124, -0.041, -0.511, -0.075, -0.025, 0.054, 0.083, 0.058, 0.132, 0.078, 0.078, 0.089, 0.084, -0.048, -0.467, -0.052, -0.060, 0.082, 0.080, 0.074, 0.125, 0.061, 0.071, 0.072, 0.079]
}

No. 2
{
  "formula": "C45H108N6O9",
  "method": "the ωB97M-V functional and the def2-TZVPD basis",
  "relative_energy_ev": 28.3122,
  "e_homo_ev": -7.48,
  "gap_ev": 7.73,
  "e_tot_ha": -2783.8081,
  "symbols": ["C", "C", "O", "H", "H", "H", "H", "H", "H", "C", "C", "O", "H", "H", "H", "H", "H", "H", "C", "C", "O", "H", "H", "H", "H", "H", "H", "C", "C", "C", "C", "C", "C", "N", "O", "C", "C", "C", "H", "H", "H", "H", "H", "H", "H", "H", "H", "H", "H", "H", "H", "H", "H", "H", "H", "H", "H", "C", "C", "C", "C", "C", "C", "N", "O", "C", "C", "C", "H", "H", "H", "H", "H", "H", "H", "H", "H", "H", "H", "H", "H", "H", "H", "H", "H", "H", "H", "C", "C", "C", "C", "C", "C", "N", "O", "C", "C", "C", "H", "H", "H", "H", "H", "H", "H", "H", "H", "H", "H", "H", "H", "H", "H", "H", "H", "H", "H", "C", "C", "C", "O", "C", "N", "H", "H", "H", "H", "H", "H", "H", "H", "H", "H", "H", "C", "C", "C", "O", "C", "N", "H", "H", "H", "H", "H", "H", "H", "H", "H", "H", "H", "C", "C", "C", "O", "C", "N", "H", "H", "H", "H", "H", "H", "H", "H", "H", "H", "H"],
  "coordinates": [[-0.0795, 0.8860, -3.7347], [0.6648, -0.4941, -3.7511], [-0.3212, -1.4395, -3.7485], [-0.6723, 0.9717, -2.8241], [-0.7748, 0.8503, -4.5734], [0.6202, 1.7185, -3.8080], [1.3653, -0.5362, -2.9171], [1.3020, -0.5551, -4.6333], [-0.7253, -1.3606, -4.6157], [1.3505, -0.7765, -0.4805], [-0.1267, -0.3245, -0.3004], [-0.9332, -1.2656, 0.3144], [1.8294, -1.1358, 0.4304], [1.9137, 0.1066, -0.7824], [1.3934, -1.5345, -1.2626], [-0.4700, -0.0856, -1.3070], [-0.1268, 0.6373, 0.2123], [-1.8142, -0.9318, 0.1299], [2.4768, -3.2947, 1.1623], [2.0274, -3.6395, 2.6239], [2.0001, -2.4072, 3.3263], [3.5326, -3.0475, 1.0519], [1.9798, -2.3804, 0.8380], [2.1786, -4.0497, 0.4349], [2.8153, -4.2341, 3.0862], [1.1149, -4.2352, 2.5999], [1.1074, -2.0543, 3.3143], [0.1769, -5.3329, -0.0828], [0.2224, -4.5269, -1.4239], [1.7440, -4.5555, -1.8670], [2.0636, -4.4144, -3.3396], [1.1359, -5.3563, -4.1584], [-0.3360, -5.3406, -3.8439], [-0.5904, -5.3279, -2.3709], [-1.9202, -5.6570, -2.0594], [-0.8998, -4.0313, -4.5343], [-0.8848, -6.6054, -4.5031], [-0.1835, -3.0371, -1.3837], [0.7820, -6.2309, -0.2070], [-0.8775, -5.5055, 0.1327], [0.6368, -4.7743, 0.7325], [2.3252, -3.7422, -1.4323], [2.2642, -5.4388, -1.4967], [3.1098, -4.5018, -3.6330], [1.8393, -3.3689, -3.5513], [1.5660, -6.3528, -4.0582], [1.3555, -5.0979, -5.1943], [-0.7767, -3.9446, -5.6138], [-1.9689, -3.9518, -4.3376], [-0.6081, -3.0455, -4.1722], [-1.9559, -6.7274, -4.3418], [-0.6563, -6.7338, -5.5611], [-0.3649, -7.4209, -4.0004], [0.0686, -2.5703, -0.4315], [-1.2551, -2.9336, -1.5541], [0.2679, -2.3783, -2.1255], [-2.3823, -4.8235, -2.1749], [-1.2280, 1.2646, 1.5963], [-0.8617, 2.3923, 2.5774], [-2.0203, 3.4017, 2.5934], [-1.9646, 4.4485, 3.6996], [-1.8917, 3.7188, 5.0828], [-0.6666, 2.6819, 5.1651], [-0.6596, 1.8571, 3.9599], [0.3338, 0.8669, 3.9969], [0.5897, 3.5311, 5.4271], [-0.8956, 1.8086, 6.3842], [0.4158, 3.0069, 2.0372], [-0.4309, 0.6700, 1.1500], [-1.7708, 1.6934, 0.7540], [-1.8616, 0.5873, 2.1690], [-2.1354, 3.8269, 1.5964], [-2.9242, 2.8610, 2.8743], [-2.7776, 5.1581, 3.5459], [-1.0069, 4.9593, 3.5993], [-2.8761, 3.2540, 5.1382], [-1.7372, 4.5070, 5.8197], [0.8434, 4.2676, 4.6647], [0.6465, 4.1280, 6.3374], [1.4680, 2.8857, 5.4206], [-1.0405, 2.5170, 7.1999], [-1.6054, 0.9842, 6.3169], [0.0151, 1.3246, 6.7368], [0.7076, 3.9165, 2.5622], [0.3023, 3.2859, 0.9896], [1.2741, 2.3422, 2.1353], [-0.1608, 0.1342, 4.3712], [-1.5130, 6.7767, -3.0050], [-0.8453, 5.7196, -2.0337], [-1.4278, 6.1040, -0.6935], [-1.1914, 5.0695, 0.4654], [-1.7226, 3.7018, 0.0195], [-1.1210, 3.2134, -1.3156], [-1.2621, 4.3243, -2.3234], [-1.1500, 3.9691, -3.6890], [0.3795, 2.7294, -1.1793], [-2.0454, 2.0206, -1.6586], [0.6808, 5.8521, -2.0214], [-1.1700, 6.6675, -4.0339], [-1.2864, 7.8237, -2.8037], [-2.5730, 6.5459, -3.1110], [-1.0997, 7.0721, -0.3149], [-2.4924, 6.2938, -0.8304], [-1.6977, 5.2701, 1.4095], [-0.1155, 4.9632, 0.6048], [-2.8058, 3.7860, -0.0685], [-1.5639, 2.8962, 0.7365], [1.0853, 3.5289, -0.9537], [0.5547, 1.9465, -0.4414], [0.5671, 2.0926, -2.0438], [-1.7807, 1.6556, -2.6510], [-1.9714, 1.2111, -0.9324], [-3.1024, 2.2654, -1.7629], [1.0898, 5.6444, -1.0326], [0.9941, 6.8770, -2.2203], [1.2100, 5.1740, -2.6909], [-2.0493, 4.1429, -3.9768], [-1.1906, -2.8444, 2.2876], [-0.6925, -1.5423, 2.9096], [-0.2787, -1.7050, 4.4362], [-0.2704, -0.4854, 5.1121], [0.0286, -0.7582, 6.4528], [0.4616, -1.1518, 2.1292], [-2.1235, -3.1899, 2.7331], [-0.4082, -3.6024, 2.3244], [-1.3954, -2.7169, 1.2246], [-1.3766, -0.6947, 2.8685], [0.6169, -2.3085, 4.5838], [-1.0434, -2.3020, 4.9331], [1.0463, -1.0654, 6.6938], [-0.6923, -1.4280, 6.9216], [-0.1014, 0.1717, 7.0064], [0.2707, -1.0643, 1.1413], [0.7857, -0.2460, 2.4368], [-2.9008, -0.2288, -3.5938], [-2.4016, -0.4904, -2.1683], [-3.3879, -0.1351, -1.0198], [-2.8336, -0.4921, 0.2794], [-3.6613, -0.0756, 1.3937], [-2.0490, -1.8659, -2.0730], [-3.8301, -0.7843, -3.7200], [-2.2385, -0.5908, -4.3802], [-3.1253, 0.8336, -3.6895], [-1.5062, 0.1220, -2.0612], [-4.3197, -0.6904, -1.1274], [-3.7011, 0.9089, -1.0152], [-3.7126, 0.9784, 1.6670], [-3.2492, -0.5891, 2.2623], [-4.6655, -0.4927, 1.3178], [-1.7352, -2.0623, -1.1333], [-1.2344, -1.9310, -2.6665], [5.6929, -1.9442, 0.5622], [5.6489, -1.1476, -0.6954], [4.3601, -0.3780, -1.0103], [4.4147, 0.4984, -2.1641], [3.3444, 1.4559, -2.1980], [6.6371, -0.1103, -0.5925], [5.7692, -1.3197, 1.4523], [6.5508, -2.6153, 0.5220], [4.8647, -2.6437, 0.6759], [5.9937, -1.7648, -1.5250], [4.1838, 0.2216, -0.1173], [3.4610, -0.9914, -1.0691], [2.4840, 0.9430, -2.6280], [3.5071, 2.2794, -2.8933], [2.9552, 1.9204, -1.2920], [6.4696, 0.3204, 0.3055], [6.3973, 0.5165, -1.3473]],
  "lowdin_charge": [-0.060, -0.238, -0.186, 0.003, 0.094, 0.087, 0.086, 0.134, 0.108, -0.061, -0.293, -0.213, 0.062, 0.053, 0.059, 0.095, 0.046, -0.144, -0.054, -0.241, -0.136, 0.039, 0.025, 0.036, 0.109, 0.076, -0.026, -0.007, -0.369, -0.142, -0.162, -0.153, -0.468, -0.108, 0.001, -0.015, -0.039, -0.041, 0.089, 0.082, 0.028, 0.092, 0.113, 0.114, 0.092, 0.115, 0.116, 0.084, 0.077, 0.029, 0.077, 0.086, 0.084, 0.083, 0.017, 0.073, 0.083, -0.054, -0.390, -0.166, -0.170, -0.095, -0.454, -0.038, -0.016, -0.033, -0.045, -0.009, 0.034, 0.074, 0.059, 0.028, 0.126, 0.116, 0.095, 0.110, 0.109, 0.063, 0.084, 0.086, 0.104, 0.106, 0.049, 0.081, 0.033, 0.104, -0.273, -0.033, -0.484, -0.126, -0.125, -0.214, -0.335, -0.090, -0.001, 0.004, -0.075, -0.027, 0.070, 0.086, 0.079, 0.123, 0.114, 0.100, 0.097, 0.148, 0.024, 0.082, 0.060, 0.044, 0.036, 0.059, 0.112, 0.066, 0.083, 0.084, 0.101, 0.005, -0.295, -0.099, -0.091, -0.052, 0.009, 0.091, 0.056, 0.080, 0.098, 0.127, 0.138, 0.127, 0.115, 0.038, 0.003, 0.101, -0.008, -0.414, -0.090, -0.131, -0.011, 0.031, 0.094, 0.069, 0.086, 0.028, 0.141, 0.105, 0.099, 0.096, 0.108, 0.048, 0.006, -0.052, -0.447, -0.179, -0.162, -0.099, 0.031, 0.094, 0.090, 0.037, 0.141, 0.130, 0.087, 0.043, 0.097, 0.079, 0.068, 0.063]
}